C5H11NO | wB97M-V/def2-TZVPD

The geometry in XYZ format:
```
18
Properties=species:S:1:pos:R:3
C 0.344 -1.337 -0.893
C 0.412 0.133 -0.497
C 0.507 1.007 -1.741
C -0.836 0.563 0.325
C -0.692 0.494 1.819
N -0.135 -0.640 2.341
O -1.066 1.393 2.548
H -0.548 -1.562 -1.479
H 1.214 -1.628 -1.470
H 0.307 -1.978 -0.010
H 1.295 0.275 0.139
H 0.882 2.016 -1.539
H -0.446 1.083 -2.260
H 1.226 0.592 -2.440
H -1.046 1.596 0.069
H -1.683 -0.014 -0.060
H -0.137 -0.702 3.350
H 0.403 -1.291 1.799
```

* DFT total energy: -8901.613 eV
* LUMO energy: 0.9 eV
* HOMO-LUMO gap: 10.61 eV

=====

C5H11NO | wB97M-V/def2-TZVPD

The geometry in XYZ format:
```
18
Properties=species:S:1:pos:R:3
C 0.766 -1.099 -1.302
C 0.681 -0.037 -0.196
C 0.445 1.352 -0.758
C -0.442 -0.495 0.791
N -1.795 -0.278 0.352
C -0.193 0.205 2.101
O -0.436 1.382 2.258
H -0.207 -1.390 -1.710
H 1.352 -0.758 -2.156
H 1.227 -1.987 -0.903
H 1.605 -0.169 0.369
H 0.391 2.097 0.030
H -0.506 1.339 -1.291
H 1.245 1.620 -1.461
H -0.254 -1.567 0.907
H -2.158 0.617 0.636
H -1.930 -0.485 -0.623
H 0.210 -0.345 2.959
```

* DFT total energy: -8900.499 eV
* LUMO energy: 1.0 eV
* HOMO-LUMO gap: 10.18 eV

=====

What relative energy (zero: lowest compared OMol25 entry of this formula, charge and spin) values result from the calculations? In sequence: 8.1; 115.6 kJ/mol.